Run 1
{"formula": "C28H42O21", "method": "the ωB97M-V functional and the def2-TZVPD basis", "total_charge": -1, "lumo_ev": [1.98, 1.96], "multiplicity": 2, "s2": 0.7508, "orbital_gap_ha": [0.0686, 0.3612], "symbols": ["C", "C", "C", "O", "C", "O", "O", "H", "H", "H", "H", "H", "H", "C", "C", "C", "O", "C", "O", "O", "H", "H", "H", "H", "H", "H", "C", "C", "C", "O", "C", "O", "O", "H", "H", "H", "H", "H", "H", "C", "C", "C", "O", "C", "O", "O", "H", "H", "H", "H", "H", "H", "C", "C", "C", "O", "C", "O", "O", "H", "H", "H", "H", "H", "H", "C", "C", "C", "O", "C", "O", "O", "H", "H", "H", "H", "H", "H", "C", "C", "C", "O", "C", "O", "O", "H", "H", "H", "H", "H", "H"], "xyz": [[-1.8343, -3.0207, -4.0416], [-1.1324, -2.2572, -5.2200], [0.2136, -2.8348, -5.4926], [-0.0375, -3.7699, -6.5539], [-1.1678, -3.4476, -7.1534], [-1.6000, -3.9075, -8.1642], [-1.7722, -2.4653, -6.4556], [-2.8999, -2.7979, -3.9870], [-1.3925, -2.7284, -3.0890], [-1.7038, -4.0607, -4.3408], [-1.0625, -1.2344, -4.8500], [0.6015, -3.3822, -4.6335], [1.0163, -2.3256, -6.0259], [-5.8294, 0.7708, 4.8199], [-5.8087, -0.2971, 3.7304], [-6.7965, -0.1522, 2.5191], [-6.0337, -0.4184, 1.3656], [-4.7423, -0.3749, 1.7525], [-3.8417, -0.5886, 0.9931], [-4.6054, -0.0662, 3.0607], [-6.5717, 0.5150, 5.5759], [-6.0920, 1.7489, 4.4167], [-4.8549, 0.9020, 5.2903], [-5.7704, -1.3385, 4.0500], [-7.3268, 0.7995, 2.5505], [-7.4864, -0.9884, 2.4051], [-2.1155, 2.7664, 4.1750], [-2.6220, 3.7923, 3.0783], [-2.3658, 3.1864, 1.6466], [-3.6480, 2.9083, 1.1045], [-4.5268, 3.5320, 1.7621], [-5.7230, 3.6346, 1.4675], [-4.0580, 3.8778, 3.0010], [-2.5272, 1.7580, 4.2157], [-2.1070, 3.3068, 5.1216], [-1.0603, 2.5141, 4.0709], [-2.1457, 4.7717, 3.0340], [-1.7509, 2.2865, 1.6604], [-1.7829, 3.8287, 0.9865], [3.2809, -2.6672, 5.9221], [3.3819, -3.5687, 4.6174], [4.7997, -3.7981, 4.0719], [4.9046, -5.2193, 3.9741], [3.8212, -5.8086, 4.5446], [3.4961, -7.0209, 4.4444], [2.9920, -4.8841, 5.0076], [4.0601, -3.0028, 6.6065], [2.4091, -2.9978, 6.4867], [3.2618, -1.5806, 5.8374], [2.6414, -3.3107, 3.8603], [5.5725, -3.4303, 4.7469], [4.8522, -3.3023, 3.1026], [-0.6043, 1.6636, -7.0779], [0.8156, 1.7298, -6.4747], [1.0003, 2.8925, -5.5816], [1.0612, 2.1988, -4.3242], [1.0563, 0.9086, -4.4128], [0.7189, 0.1097, -3.4970], [0.7971, 0.6152, -5.6128], [-0.6057, 0.6400, -7.4524], [-0.6503, 2.2295, -8.0083], [-1.4138, 2.0602, -6.4650], [1.5318, 1.6946, -7.2957], [0.0996, 3.5028, -5.6470], [1.9421, 3.4399, -5.6203], [0.9396, -1.3676, -0.3521], [0.3354, -0.3800, 0.6858], [-0.8219, -0.9530, 1.4287], [-0.3126, -0.9244, 2.6725], [0.9431, -0.4741, 2.7824], [1.5689, -0.3511, 3.8527], [1.3759, -0.2362, 1.6275], [1.2538, -2.3653, -0.0454], [1.8368, -0.9495, -0.8085], [0.2487, -1.4385, -1.1922], [0.0625, 0.5103, 0.1192], [-1.0951, -1.9246, 1.0170], [-1.6454, -0.2855, 1.1752], [6.1854, 2.1670, 0.5596], [5.0871, 1.9670, -0.5757], [3.6777, 2.5691, -0.3899], [3.6514, 3.5913, -1.3535], [4.8080, 3.6311, -2.0018], [5.1098, 4.6312, -2.6988], [5.5561, 2.7384, -1.6241], [6.0208, 3.1334, 1.0360], [7.2119, 2.1298, 0.1948], [6.1654, 1.4602, 1.3892], [4.9960, 1.0443, -1.1488], [3.5869, 2.7888, 0.6738], [2.9955, 1.7513, -0.6225]]}

=====

Run 2
{"formula": "C28H42O21", "method": "the ωB97M-V functional and the def2-TZVPD basis", "total_charge": -1, "lumo_ev": [1.96, 1.92], "multiplicity": 2, "s2": 0.7507, "orbital_gap_ha": [0.0932, 0.3864], "symbols": ["C", "C", "C", "O", "C", "O", "O", "H", "H", "H", "H", "H", "H", "C", "C", "C", "O", "C", "O", "O", "H", "H", "H", "H", "H", "H", "C", "C", "C", "O", "C", "O", "O", "H", "H", "H", "H", "H", "H", "C", "C", "C", "O", "C", "O", "O", "H", "H", "H", "H", "H", "H", "C", "C", "C", "O", "C", "O", "O", "H", "H", "H", "H", "H", "H", "C", "C", "C", "O", "C", "O", "O", "H", "H", "H", "H", "H", "H", "C", "C", "C", "O", "C", "O", "O", "H", "H", "H", "H", "H", "H"], "xyz": [[0.6481, -3.1151, -4.3027], [2.0113, -2.8796, -5.0065], [1.8634, -2.0434, -6.2602], [2.8987, -1.1050, -6.1983], [3.4138, -1.1392, -4.9126], [4.3427, -0.4291, -4.4715], [2.8339, -2.0451, -4.1861], [-0.0392, -2.2694, -4.3227], [0.6959, -3.3852, -3.2478], [0.0624, -3.9537, -4.6793], [2.5151, -3.8212, -5.2248], [0.9104, -1.5144, -6.2620], [2.0211, -2.7425, -7.0814], [-1.1051, 4.7363, -0.2583], [-2.3063, 4.1697, 0.4859], [-3.1489, 3.1407, -0.2923], [-3.3926, 2.0361, 0.6391], [-2.5746, 2.1402, 1.6685], [-2.4575, 1.3411, 2.5838], [-1.8932, 3.3530, 1.5768], [-1.4025, 5.4153, -1.0575], [-0.5860, 3.9058, -0.7368], [-0.4040, 5.1619, 0.4596], [-2.9894, 4.9514, 0.8182], [-2.6215, 2.8417, -1.1982], [-4.1052, 3.5768, -0.5811], [0.3643, 3.8052, 3.9392], [-0.3386, 2.8052, 4.9456], [0.1927, 1.4379, 4.8498], [0.4877, 1.1840, 6.2101], [0.2923, 2.2758, 7.0016], [0.4482, 2.3786, 8.2193], [-0.1534, 3.2494, 6.3018], [0.4312, 3.2269, 3.0177], [1.3916, 3.9736, 4.2624], [-0.0797, 4.7745, 3.7123], [-1.4221, 2.8524, 4.8367], [1.0884, 1.4948, 4.2313], [-0.5128, 0.7467, 4.3888], [0.2133, 0.8131, -2.0399], [-0.1899, -0.1550, -0.8737], [0.4560, -1.5431, -0.8632], [1.0165, -1.6831, 0.4440], [0.6855, -0.5943, 1.1888], [0.8804, -0.5134, 2.4174], [-0.0076, 0.3218, 0.4557], [-0.3814, 1.7250, -2.0942], [0.1465, 0.3133, -3.0063], [1.2816, 1.0220, -1.9844], [-1.2752, -0.2439, -0.9231], [1.1869, -1.6041, -1.6696], [-0.2686, -2.3246, -1.0917], [-5.1288, -2.1246, -2.3918], [-3.7354, -1.6570, -2.9017], [-3.4565, -1.6930, -4.4080], [-3.2684, -0.3919, -4.7888], [-3.2254, 0.3734, -3.7088], [-3.0049, 1.5502, -3.6328], [-3.6354, -0.3108, -2.5904], [-5.8894, -1.5009, -2.8614], [-5.2552, -1.9013, -1.3324], [-5.4343, -3.1573, -2.5600], [-2.9373, -2.1321, -2.3313], [-4.3385, -2.0764, -4.9210], [-2.6372, -2.3889, -4.5888], [0.5813, -5.2880, 1.3251], [0.6067, -4.6973, 2.7466], [-0.7056, -3.8771, 3.0460], [-1.1443, -4.4298, 4.2447], [-0.4146, -5.5197, 4.5416], [-0.4909, -6.1257, 5.5870], [0.5093, -5.7380, 3.6796], [1.4592, -5.9319, 1.3794], [0.8158, -4.4843, 0.6271], [-0.3059, -5.8862, 1.1176], [1.5391, -4.1465, 2.8702], [-1.3962, -4.1211, 2.2387], [-0.5504, -2.8059, 3.1745], [4.3701, 2.1910, -0.4777], [3.5500, 2.9217, 0.5838], [3.0431, 2.1200, 1.7134], [3.6016, 2.6992, 2.7600], [4.5185, 3.6204, 2.4260], [5.1777, 4.3004, 3.2083], [4.3847, 3.8758, 1.1994], [5.2759, 1.7778, -0.0341], [4.5807, 2.8352, -1.3314], [3.7724, 1.3907, -0.9141], [2.7194, 3.4350, 0.0992], [3.3709, 1.0826, 1.6464], [1.9536, 2.1466, 1.7314]]}

=====

The structure with the greatest stability is run 2.

=====

Run 1
{"formula": "C21H20ClN3O2", "method": "the ωB97M-V functional and the def2-TZVPD basis", "total_charge": 0, "lumo_ev": 0.54, "multiplicity": 1, "orbital_gap_ha": 0.3120, "symbols": ["O", "C", "C", "N", "C", "C", "C", "C", "C", "C", "C", "C", "C", "O", "N", "C", "C", "N", "C", "C", "C", "C", "C", "Cl", "C", "C", "C", "H", "H", "H", "H", "H", "H", "H", "H", "H", "H", "H", "H", "H", "H", "H", "H", "H", "H", "H", "H"], "xyz": [[0.8988, 2.6238, 0.8805], [0.5223, 1.4648, 0.8469], [1.1700, 0.4344, 1.7824], [2.5115, 0.1573, 1.3020], [3.4897, 1.0829, 1.5192], [4.7518, 0.9145, 1.0770], [5.0933, -0.2676, 0.3551], [6.3870, -0.5214, -0.1208], [6.6626, -1.6763, -0.8131], [5.6582, -2.6143, -1.0540], [4.3814, -2.3847, -0.5992], [4.0833, -1.2161, 0.1089], [2.7189, -0.9981, 0.5691], [1.7887, -1.7647, 0.3467], [-0.4147, 1.0285, -0.0128], [-0.9268, -0.3334, -0.0794], [-1.9259, -0.4314, -1.2320], [-2.9834, 0.5362, -1.0703], [-4.2103, 0.2191, -0.5301], [-5.2156, 1.1965, -0.4727], [-6.4666, 0.9040, 0.0291], [-6.7770, -0.3644, 0.4897], [-5.7884, -1.3300, 0.4330], [-6.1269, -2.9292, 1.0079], [-4.5252, -1.0604, -0.0573], [-2.5075, 1.9077, -0.9606], [-0.9812, 1.9714, -0.9581], [1.2350, 0.8827, 2.7771], [0.6296, -0.5092, 1.8293], [3.1769, 1.9663, 2.0539], [5.5029, 1.6630, 1.2663], [7.1637, 0.2058, 0.0659], [7.6635, -1.8620, -1.1749], [5.8875, -3.5183, -1.5977], [3.5843, -3.0922, -0.7712], [-1.4512, -0.5737, 0.8543], [-0.1091, -1.0474, -0.2231], [-1.4208, -0.2427, -2.1845], [-2.3363, -1.4367, -1.2829], [-5.0236, 2.1894, -0.8445], [-7.2194, 1.6774, 0.0571], [-7.7538, -0.5972, 0.8799], [-3.7997, -1.8566, -0.0481], [-2.8770, 2.5108, -1.8001], [-2.8832, 2.3482, -0.0292], [-0.6543, 2.9685, -0.6550], [-0.5833, 1.7747, -1.9595]]}

=====

Run 2
{"formula": "C21H20ClN3O2", "method": "the ωB97M-V functional and the def2-TZVPD basis", "total_charge": 0, "lumo_ev": -0.41, "multiplicity": 1, "orbital_gap_ha": 0.3065, "symbols": ["C", "C", "N", "C", "O", "C", "C", "C", "C", "C", "C", "N", "C", "C", "N", "C", "C", "C", "C", "Cl", "C", "C", "C", "C", "C", "C", "O", "H", "H", "H", "H", "H", "H", "H", "H", "H", "H", "H", "H", "H", "H", "H", "H", "H", "H", "H", "H"], "xyz": [[2.4931, 0.4384, -3.2627], [1.9476, 1.1840, -2.0525], [1.1219, 0.3074, -1.2516], [-0.0343, 0.7360, -0.6947], [-0.5559, 1.7991, -0.9614], [-0.6785, -0.2734, 0.2093], [-1.9394, -0.7169, -0.0972], [-2.5571, -1.6896, 0.7219], [-3.9005, -2.2052, 0.4224], [-4.4378, -2.2060, -0.8636], [-5.7136, -2.7141, -1.0478], [-6.4569, -3.2018, -0.0701], [-5.9452, -3.2098, 1.1500], [-4.6828, -2.7305, 1.4513], [-1.9684, -2.1774, 1.7896], [-0.7489, -1.7391, 2.1345], [-0.1559, -2.2677, 3.3027], [1.0736, -1.8403, 3.7128], [1.7513, -0.8564, 2.9718], [3.2921, -0.3142, 3.5319], [1.2201, -0.3200, 1.8291], [-0.0373, -0.7653, 1.3757], [3.0932, 1.7682, -1.1826], [3.6539, 3.0768, -1.7792], [3.2510, 4.1543, -0.7613], [2.2142, 3.4350, 0.1050], [2.6283, 2.0824, 0.1140], [3.1069, 1.0984, -3.8690], [1.6751, 0.0642, -3.8728], [3.1043, -0.4040, -2.9440], [1.2859, 1.9980, -2.3670], [1.5453, -0.5429, -0.9130], [-2.4525, -0.3110, -0.9547], [-3.8754, -1.8403, -1.7085], [-6.1662, -2.7327, -2.0310], [-6.5845, -3.6222, 1.9198], [-4.2931, -2.7514, 2.4559], [-0.7092, -3.0078, 3.8585], [1.5320, -2.2366, 4.6053], [1.7467, 0.4594, 1.2980], [3.8643, 0.9995, -1.0540], [4.7341, 3.0237, -1.8994], [3.2092, 3.2711, -2.7541], [2.8410, 5.0438, -1.2328], [4.1073, 4.4420, -0.1517], [2.1944, 3.7761, 1.1401], [1.2067, 3.5188, -0.3228]]}

=====

The structure with the greatest stability is run 1.

=====

Run 1
{"formula": "C2H4IN", "method": "the ωB97M-V functional and the def2-TZVPD basis", "total_charge": 0, "lumo_ev": [0.40, -0.02], "multiplicity": 1, "orbital_gap_ha": [0.2969, 0.2681], "symbols": ["C", "C", "N", "I", "H", "H", "H", "H"], "xyz": [[0.7721, 0.9193, 0.1348], [-0.8560, -1.0274, 0.1005], [1.7485, 0.5756, -0.4530], [-2.5436, 0.0382, -0.3599], [0.3038, 1.6280, 0.7364], [-1.0806, -1.1950, 1.2180], [-0.6857, -2.0026, -0.3139], [2.3416, 1.0639, -1.0630]]}

=====

Run 2
{"formula": "C2H4IN", "method": "the ωB97M-V functional and the def2-TZVPD basis", "total_charge": 0, "lumo_ev": 0.39, "multiplicity": 1, "orbital_gap_ha": 0.3712, "symbols": ["H", "N", "C", "C", "I", "H", "H", "H"], "xyz": [[-0.7783, 0.7400, 2.0042], [-0.7275, 0.8651, 1.0689], [-0.0144, 0.0406, 0.4588], [0.1896, 0.0484, -0.9663], [0.9438, -1.7519, 1.3627], [1.1409, -0.2001, -1.3199], [-0.1212, 1.0626, -1.2753], [-0.6330, -0.8046, -1.3331]]}

=====

The structure with the greatest stability is run 2.